1.
{"formula": "C4H13NO2", "method": "ωB97M-V with the def2-TZVPD basis set", "symbols": ["H", "H", "N", "H", "O", "H", "H", "O", "C", "H", "C", "H", "H", "H", "H", "C", "H", "H", "H", "C"], "coordinates": [[-1.48, 1.94, 1.78], [-0.03, 2.25, -0.96], [-1.01, 1.18, 1.30], [0.99, -3.34, -0.99], [-1.84, -0.21, -1.04], [1.08, 2.42, 0.42], [0.24, 0.60, 2.87], [-0.24, -1.75, -0.72], [-0.70, -0.58, -1.29], [-0.06, -0.63, 1.64], [0.98, -2.26, -1.20], [1.82, -1.78, -0.68], [-1.62, 0.76, 0.57], [1.69, 1.71, -1.07], [-1.30, -0.29, 2.83], [-0.52, 0.17, 2.22], [1.09, -2.10, -2.28], [0.44, 0.59, -0.63], [-0.33, -0.49, -2.34], [0.81, 1.81, -0.44]], "total_charge": 0, "homo_energy_ev": -8.25, "e_above_lowest_kcal_mol": 74.1}

=====

2.
{"formula": "C14H16O2", "method": "ωB97M-V with the def2-TZVPD basis set", "symbols": ["H", "H", "C", "C", "O", "C", "H", "H", "C", "H", "C", "H", "H", "H", "H", "H", "H", "C", "C", "C", "H", "C", "H", "C", "H", "H", "H", "C", "C", "C", "C", "O"], "coordinates": [[1.84, -2.51, 0.72], [3.95, 1.37, -4.04], [1.74, -1.73, -1.07], [-2.06, 1.74, 3.07], [-0.04, 0.17, 0.32], [-4.25, 1.19, 3.98], [-2.19, 2.42, 3.94], [-2.38, -0.70, 0.26], [2.90, 1.02, -4.21], [1.03, -0.85, -4.18], [1.53, -0.86, -3.24], [-4.01, 2.19, 4.57], [2.69, 0.63, -5.29], [3.11, -0.87, 0.19], [-5.05, 1.85, 3.43], [-4.26, -0.39, 1.79], [4.08, 0.68, -1.58], [1.06, -1.82, -2.33], [3.28, -0.07, -1.82], [-1.03, 1.79, 2.13], [-0.19, 2.39, 2.10], [2.59, 0.01, -3.13], [0.46, 0.89, -0.28], [-2.25, -0.01, 1.07], [0.23, -2.41, -2.53], [2.25, 1.88, -3.96], [-4.74, 0.43, 4.51], [-3.32, 0.07, 1.97], [2.81, -0.81, -0.82], [-3.19, 0.95, 3.06], [-1.12, 0.71, 1.17], [1.43, -2.68, -0.16]], "total_charge": 0, "homo_energy_ev": -7.89, "e_above_lowest_kcal_mol": 65.6}

=====

3.
{"formula": "C46H41BN7O9STi", "method": "ωB97M-V with the def2-TZVPD basis set", "symbols": ["H", "C", "C", "H", "C", "C", "Ti", "C", "H", "H", "H", "H", "O", "H", "N", "O", "H", "O", "O", "H", "O", "C", "H", "C", "H", "C", "C", "H", "C", "H", "O", "H", "C", "C", "C", "C", "C", "H", "N", "H", "C", "O", "H", "C", "C", "H", "H", "C", "H", "H", "C", "H", "C", "H", "C", "C", "C", "H", "N", "H", "C", "C", "H", "C", "H", "H", "B", "H", "H", "N", "C", "H", "C", "C", "N", "H", "H", "C", "H", "H", "H", "C", "H", "N", "C", "C", "S", "N", "C", "O", "C", "H", "C", "H", "C", "H", "C", "C", "C", "H", "C", "C", "O", "C", "C", "C"], "coordinates": [[-0.46, -5.17, 5.56], [-0.41, -4.29, 0.66], [2.48, 7.61, -1.46], [5.54, -0.46, -0.39], [-3.10, 1.78, -1.81], [-2.33, -2.54, 4.50], [0.30, 0.09, 0.72], [-3.82, 2.55, -0.91], [-0.47, 1.58, 3.98], [3.74, 1.78, 3.32], [-6.04, 2.70, 0.35], [2.29, -3.45, -3.27], [-2.60, -5.36, 6.61], [0.65, -1.91, 3.02], [-1.50, 1.19, -0.13], [-2.80, -0.06, 3.21], [0.51, -6.19, 0.18], [0.61, 3.18, 1.52], [2.27, -3.64, 3.24], [2.08, 8.47, -3.41], [1.41, 2.80, -0.59], [1.58, -1.46, -3.00], [-1.82, 2.02, 1.74], [1.69, -2.77, -2.66], [-1.00, -4.70, 1.47], [7.13, -3.73, 1.70], [0.47, 1.86, 4.47], [0.65, 7.77, -2.64], [2.88, -1.66, 0.97], [1.73, -5.31, -1.76], [-4.06, -3.86, 6.09], [2.35, -2.42, 1.52], [0.98, 5.65, 1.50], [-1.97, 1.12, -1.39], [0.22, -1.01, -1.03], [3.42, 0.15, -0.10], [1.03, -3.29, -1.52], [-3.42, 1.70, -2.84], [1.55, -4.16, 4.08], [2.75, 3.26, 3.36], [5.30, -5.23, 1.23], [1.59, 0.60, 2.79], [2.07, -1.08, -3.89], [4.55, -0.61, 0.00], [1.50, 4.16, -0.31], [3.11, 2.43, 4.87], [1.44, 7.68, 1.10], [1.46, 6.68, 0.70], [0.60, 5.84, 2.50], [2.88, 9.05, 0.13], [6.33, -2.65, 1.39], [8.16, -3.58, 2.02], [1.72, 7.64, -2.80], [-1.41, 0.49, -2.07], [4.50, -4.15, 0.90], [-5.04, 3.29, -1.35], [1.97, 5.17, -1.11], [6.72, -1.64, 1.48], [-2.98, -4.41, 5.97], [4.54, 7.37, -0.79], [-2.20, 1.95, 0.73], [1.01, 4.39, 0.96], [0.55, 1.30, 5.41], [-1.79, -0.66, 2.96], [3.28, 1.10, -0.57], [1.27, 9.20, -0.58], [0.85, 2.22, 0.54], [4.37, 8.18, -2.36], [4.90, -6.24, 1.17], [8.11, -7.05, 2.22], [1.12, -4.65, -1.16], [2.33, 4.95, -2.10], [2.32, 8.98, -0.79], [-3.35, 2.63, 0.39], [-6.04, 3.30, -0.46], [-6.90, 3.77, -0.70], [2.69, 9.75, -1.46], [5.02, -2.87, 0.99], [0.47, 2.92, 4.72], [-3.85, 3.23, 1.14], [1.87, 6.72, -3.37], [0.20, -3.59, 4.26], [-1.22, -2.34, 0.86], [2.38, -0.52, 0.52], [-1.97, -3.71, 5.14], [-0.11, -2.41, 3.60], [-5.09, 4.05, -2.80], [4.19, -1.75, 0.68], [-1.39, -1.90, 3.71], [1.81, -5.18, 4.66], [-0.52, -2.97, 0.33], [4.15, 6.43, -2.24], [0.22, -2.41, -0.75], [-3.33, -2.14, 4.59], [0.87, -0.57, -2.16], [3.48, -4.31, 0.56], [0.44, -5.14, -0.08], [1.95, 6.47, -0.59], [3.98, 7.38, -1.73], [0.92, 0.50, -2.38], [6.61, -5.03, 1.63], [-0.71, -4.26, 5.05], [-0.87, -0.24, 2.10], [1.64, 1.50, 3.61], [2.90, 2.28, 3.81], [7.45, -6.15, 1.96]], "total_charge": 1, "homo_energy_ev": -10.77, "e_above_lowest_kcal_mol": 6.7}

=====

4.
{"formula": "C13H18F5I2O2P2Rh", "method": "ωB97M-V with the def2-TZVPD basis set", "symbols": ["I", "H", "H", "F", "H", "C", "H", "C", "C", "H", "C", "H", "C", "O", "C", "H", "O", "I", "C", "Rh", "P", "H", "C", "H", "H", "C", "C", "C", "P", "H", "F", "H", "H", "H", "F", "H", "C", "F", "H", "F", "H", "C", "H"], "coordinates": [[-0.62, 3.14, -1.94], [-0.53, -0.38, 3.10], [2.17, -1.27, -2.58], [3.98, -2.86, 5.47], [-1.87, 3.14, 1.60], [2.09, -3.69, 1.87], [1.51, 2.37, 3.38], [1.55, -2.64, 2.68], [1.54, 1.64, 2.57], [1.56, -2.60, -1.53], [-1.31, -2.15, -1.31], [-1.60, -2.85, -2.11], [3.19, -4.41, 2.26], [2.71, -0.84, 0.53], [1.74, -0.29, 0.22], [-2.01, 0.25, 2.29], [0.54, -1.99, 2.33], [-2.69, 1.53, -0.91], [3.35, -3.12, 4.30], [0.22, 0.55, -0.29], [-0.07, 1.54, 1.75], [1.11, -2.55, -3.27], [-1.10, 0.52, 2.83], [-0.21, 0.60, -3.81], [-0.65, -1.07, -4.31], [3.81, -4.16, 3.49], [2.26, -2.38, 3.91], [1.32, -1.94, -2.38], [-0.14, -0.94, -1.97], [-1.36, 1.09, 3.74], [3.68, -5.39, 1.46], [-0.81, -2.72, -0.51], [-2.18, -1.64, -0.91], [1.80, 0.66, 2.97], [4.87, -4.87, 3.87], [-1.82, -0.02, -3.44], [-0.77, -0.30, -3.54], [1.50, -3.95, 0.69], [-0.63, 3.61, 2.82], [1.83, -1.36, 4.67], [2.29, 1.96, 1.84], [-0.79, 3.20, 1.82], [-0.32, 3.84, 1.06]], "total_charge": 2, "homo_energy_ev": [-14.64, -15.26], "spin_multiplicity": 5, "e_above_lowest_kcal_mol": 16.0}

=====

5.
{"formula": "C19H39IN2O3PS2", "method": "ωB97M-V with the def2-TZVPD basis set", "symbols": ["H", "H", "H", "N", "H", "H", "C", "C", "C", "C", "H", "H", "H", "H", "H", "O", "H", "H", "H", "C", "I", "H", "O", "H", "C", "H", "H", "C", "H", "C", "H", "C", "C", "H", "H", "C", "C", "P", "S", "S", "H", "H", "H", "N", "H", "H", "H", "H", "H", "H", "C", "C", "H", "H", "C", "H", "C", "C", "C", "H", "H", "H", "O", "C", "H", "H", "H"], "coordinates": [[-3.71, 0.26, 3.73], [2.90, 3.02, -1.97], [-2.31, -0.43, 5.52], [-2.44, -4.79, 0.44], [2.44, 4.94, 1.61], [-4.02, 0.99, 1.16], [-3.96, -2.80, -0.46], [1.97, 5.05, 0.53], [-3.81, -4.15, 0.46], [4.86, 3.40, -4.43], [-0.72, -6.40, 3.17], [-4.64, -4.91, 0.07], [-2.96, -1.11, 2.59], [-0.27, 0.93, 6.11], [0.78, 0.14, 4.76], [4.11, 2.54, -3.98], [-0.74, -0.64, -3.07], [-3.14, -6.19, 2.03], [0.99, 5.69, 0.62], [-1.33, -3.82, 0.09], [-0.37, 3.24, -3.23], [6.99, 3.47, -4.57], [-1.93, 0.69, 0.58], [4.44, 5.31, -5.31], [0.61, 0.32, -1.38], [2.99, 1.61, -0.59], [0.37, -0.85, 6.36], [-2.93, 1.00, 1.62], [3.91, 3.24, -0.39], [-2.07, 1.60, -0.59], [-1.36, -1.77, 4.46], [-0.05, -0.11, 5.56], [4.46, 4.25, -5.60], [-4.15, -3.85, 1.55], [-3.42, -2.88, -1.51], [2.90, 2.77, -0.81], [0.44, -2.28, -1.93], [-0.24, 2.03, -1.10], [-0.68, -3.78, -1.67], [-0.60, -2.75, 1.23], [1.18, 0.05, -0.39], [-2.68, 2.54, -0.26], [-2.34, -4.57, 2.67], [0.44, 2.96, 0.27], [5.16, 4.10, -6.43], [-1.36, -1.02, -1.30], [1.05, -2.38, -2.94], [2.80, 5.59, -0.12], [-5.12, -2.70, -0.71], [0.10, -5.65, 1.65], [-0.39, -0.84, -1.95], [6.22, 3.64, -3.82], [1.45, 0.52, -2.20], [-2.58, 0.98, -1.46], [-2.27, -5.40, 1.82], [6.37, 2.96, -2.99], [-0.86, -6.23, 2.02], [-1.41, -0.65, 4.79], [1.67, 3.50, -0.02], [3.46, 3.97, -5.94], [-3.67, -1.83, 0.14], [-0.95, -7.31, 1.53], [-1.51, 0.16, 3.54], [-2.87, 0.01, 2.94], [-2.74, 2.10, 2.03], [1.23, -2.17, -1.06], [6.28, 4.67, -3.45]], "total_charge": 1, "homo_energy_ev": -10.77}

=====

6.
{"formula": "C4H12NO", "method": "ωB97M-V with the def2-TZVPD basis set", "symbols": ["C", "H", "H", "H", "H", "H", "C", "H", "N", "H", "H", "H", "H", "H", "O", "C", "H", "C"], "coordinates": [[0.75, 0.50, -0.29], [-0.23, 2.33, 0.38], [0.38, 0.96, -1.21], [-1.37, -1.79, -1.25], [-1.16, -2.23, 0.50], [0.69, -1.27, -1.35], [2.23, 0.79, -0.11], [2.73, 0.28, -0.93], [-0.08, 1.33, 0.70], [2.60, 0.33, 0.80], [-0.97, 0.84, 0.88], [0.33, 1.37, 1.65], [1.02, -1.57, 0.34], [-2.86, -0.77, 0.16], [-1.98, -0.39, 0.09], [0.39, -0.98, -0.33], [2.36, 1.87, -0.15], [-1.08, -1.45, -0.26]], "total_charge": 0, "homo_energy_ev": [-3.06, -11.11], "spin_multiplicity": 2, "e_above_lowest_kcal_mol": 44.3}

=====

7.
{"formula": "C21H19N5OS2Ta", "method": "ωB97M-V with the def2-TZVPD basis set", "symbols": ["C", "C", "H", "C", "H", "C", "H", "C", "C", "H", "O", "C", "Ta", "C", "H", "C", "C", "H", "C", "C", "C", "C", "H", "C", "S", "N", "H", "N", "C", "C", "N", "H", "C", "C", "C", "H", "H", "H", "H", "S", "H", "N", "H", "H", "H", "H", "C", "N", "H"], "coordinates": [[1.90, -1.71, -1.97], [-2.10, 1.26, 3.95], [-1.76, -1.29, -4.06], [3.45, -1.81, 2.46], [1.51, -2.75, 2.14], [-0.96, 1.96, 3.69], [-0.53, 2.63, 4.43], [0.82, -3.81, -1.55], [-1.76, -1.36, -2.97], [4.25, 1.18, 1.08], [0.44, -1.08, 0.69], [-0.92, 3.32, -0.53], [-0.49, 0.13, -0.62], [-0.40, -3.30, -1.99], [-2.65, 1.30, 4.89], [-2.45, 3.52, -2.14], [2.39, 0.17, 0.85], [0.69, -0.25, -2.98], [4.21, -0.69, 2.15], [3.68, 0.30, 1.34], [-0.37, 1.80, 2.43], [-2.38, 1.03, -2.75], [-2.64, -1.94, -2.66], [-0.48, -1.99, -2.45], [-2.61, -0.58, 0.49], [1.69, -0.94, 1.18], [-3.46, -0.08, 3.18], [-0.90, 1.00, 1.51], [1.97, -3.02, -1.55], [-2.01, 0.33, 1.79], [-1.10, 2.05, -1.03], [-0.22, 3.49, 0.27], [-2.07, 2.19, -2.05], [0.67, -1.17, -2.40], [2.18, -1.92, 1.97], [-3.16, 3.93, -2.84], [3.84, -2.60, 3.09], [0.53, 2.32, 2.16], [5.22, -0.59, 2.53], [1.59, 1.34, -0.18], [-1.28, -3.94, -2.00], [-2.61, 0.45, 2.99], [2.92, -3.45, -1.24], [-3.05, 1.02, -3.60], [0.88, -4.84, -1.22], [-1.76, 5.29, -0.97], [-1.72, 4.23, -1.16], [-1.75, -0.05, -2.34], [2.79, -1.09, -2.02]], "total_charge": 3, "homo_energy_ev": -17.50, "e_above_lowest_kcal_mol": 4.7}

=====

8.
{"formula": "C6H14O", "method": "ωB97M-V with the def2-TZVPD basis set", "symbols": ["H", "C", "H", "C", "H", "H", "H", "C", "H", "C", "H", "H", "O", "C", "H", "H", "H", "H", "C", "H", "H"], "coordinates": [[-0.72, -0.70, 1.90], [-0.93, 2.03, 0.15], [-2.00, -1.22, -1.53], [-0.30, -0.82, -0.24], [-1.59, -2.58, -0.46], [-1.68, 1.56, 0.84], [0.55, -1.11, -2.22], [0.80, -1.32, -1.18], [1.75, -0.81, -0.96], [-1.65, -1.48, -0.53], [0.94, -0.27, 1.47], [0.43, -1.97, 1.46], [0.11, 2.15, 0.92], [0.11, -0.95, 1.22], [1.84, 1.75, -0.12], [1.00, 3.26, -0.59], [0.97, -2.40, -1.06], [1.90, 3.15, 0.99], [1.29, 2.62, 0.25], [-2.41, -1.14, 0.19], [-0.44, 0.24, -0.49]], "total_charge": 0, "homo_energy_ev": -8.63, "e_above_lowest_kcal_mol": 83.5}

=====

9.
{"formula": "C9H10N2", "method": "ωB97M-V with the def2-TZVPD basis set", "symbols": ["H", "H", "C", "H", "N", "H", "H", "C", "H", "C", "C", "H", "C", "H", "H", "C", "C", "N", "C", "C", "H"], "coordinates": [[-0.69, 1.00, 3.20], [-2.22, 1.69, 1.55], [-0.14, 1.18, 2.09], [1.17, -0.62, 2.19], [-0.66, -0.18, -1.98], [-2.54, -0.55, 0.58], [0.36, -0.30, -3.72], [-1.46, -0.17, 0.60], [-0.98, 2.26, 0.27], [0.43, -0.28, -2.67], [-0.58, -0.03, -0.57], [2.79, -0.55, -0.04], [1.86, -0.46, -0.63], [2.48, -0.59, -2.74], [0.70, 1.97, 2.12], [0.72, -0.19, 0.07], [1.66, -0.48, -2.03], [-0.73, -0.97, 1.62], [-1.27, 1.33, 1.01], [0.44, -0.16, 1.58], [-1.31, -0.63, 2.37]], "total_charge": 0, "homo_energy_ev": -8.63, "e_above_lowest_kcal_mol": 80.1}

=====

10.
{"formula": "C5H8N2O4", "method": "ωB97M-V with the def2-TZVPD basis set", "symbols": ["N", "C", "C", "H", "C", "N", "H", "H", "O", "C", "O", "C", "O", "H", "H", "H", "H", "O", "H"], "coordinates": [[-0.23, 0.53, 0.08], [1.46, -0.04, -1.58], [-1.06, 1.40, 0.92], [-0.69, 2.36, 0.88], [-0.12, -1.81, 0.84], [2.41, -0.69, -0.78], [-2.04, 1.35, 0.42], [0.95, -1.41, 1.05], [-0.54, -0.79, -0.16], [1.39, -0.19, -2.93], [0.67, 2.26, -1.15], [0.56, 1.11, -0.86], [3.06, -1.67, -1.18], [0.01, -2.72, 0.19], [2.18, -0.77, -3.43], [-1.10, 0.90, 2.01], [-0.76, -1.91, 1.68], [2.43, -0.28, 0.35], [0.61, 0.28, -3.52]], "total_charge": 0, "homo_energy_ev": -9.52, "e_above_lowest_kcal_mol": 158.6}

=====

11.
{"formula": "C2H3N2S2", "method": "ωB97M-V with the def2-TZVPD basis set", "symbols": ["H", "C", "S", "S", "C", "H", "N", "N", "H"], "coordinates": [[-2.07, -0.75, 0.67], [-0.51, 0.19, -0.04], [0.46, 1.65, -0.21], [3.55, -0.16, -0.52], [1.48, 0.27, -0.41], [-2.30, 0.96, 0.70], [-1.76, 0.16, 0.39], [0.52, -0.68, -0.15], [0.62, -1.64, -0.43]], "total_charge": 1, "homo_energy_ev": [-12.23, -14.04], "spin_multiplicity": 3, "e_above_lowest_kcal_mol": 13.4}

=====

12.
{"formula": "C3H3BrN2O", "method": "ωB97M-V with the def2-TZVPD basis set", "symbols": ["N", "H", "H", "C", "C", "H", "O", "N", "C", "Br"], "coordinates": [[-1.69, -1.50, 1.35], [0.49, 1.54, 1.25], [-0.90, 1.03, 0.69], [-0.94, -1.40, 0.50], [0.53, 0.14, -0.61], [-0.01, 2.29, -0.36], [1.44, 0.22, -1.42], [0.11, -1.16, -0.29], [0.06, 1.29, 0.26], [0.90, -2.47, -1.37]], "total_charge": 0, "homo_energy_ev": -10.38, "e_above_lowest_kcal_mol": 46.9}